(1)
Computed, not measured: a cluster of 2 separate species, C24H43B2FN5O8S in total at a distorted geometry, with ωB97M-V with the def2-TZVPD basis set.

## Properties
Charge ... +1
E_HOMO ... -10.39 eV
Molar mass ... 602.32 g/mol
E_tot ... -2363.240251 Ha
Gap between HOMO and LUMO ... 5.70 eV
Multiplicity ... 1

Geometry (Å):
1 C 0.93 5.70 -2.08
2 C -0.26 5.28 -3.13
3 C -0.49 3.67 -3.15
4 O -1.41 3.23 -2.09
5 C -1.56 1.79 -2.11
6 C -1.01 1.07 -0.73
7 C 0.25 1.90 -0.18
8 C -0.09 3.02 0.92
9 O -0.06 4.25 0.62
10 C -2.36 0.96 0.14
11 C -3.65 1.88 0.29
12 C -3.36 3.40 0.70
13 F -2.97 3.52 2.10
14 N -2.33 -0.21 0.84
15 O -3.26 -0.74 1.67
16 C -3.29 -0.08 2.93
17 N -3.07 0.33 4.06
18 C -1.09 -1.02 0.56
19 S -1.80 -2.74 0.31
20 O 0.07 -0.85 1.38
21 C -0.12 -1.29 2.75
22 C 1.39 -1.48 3.36
23 N 2.03 -0.14 3.48
24 C 3.51 -0.18 3.27
25 C 4.07 1.01 2.33
26 C 3.99 0.65 0.73
27 O 3.45 2.31 2.62
28 C -0.82 -0.54 -0.98
29 B -1.83 -1.26 -2.06
30 O -3.23 -0.92 -2.25
31 O -1.32 -2.36 -2.88
32 B 0.65 -0.96 -1.63
33 O 1.60 -1.83 -0.99
34 N 1.02 -0.45 -3.02
35 C 1.71 -1.58 -3.76
36 C 2.06 0.64 -2.94
37 H 1.83 6.19 -2.64
38 H 1.38 4.77 -1.56
39 H 0.52 6.41 -1.28
40 H 0.19 5.52 -4.18
41 H -1.22 5.87 -2.94
42 H 0.56 3.21 -3.05
43 H -0.88 3.34 -4.20
44 H -2.69 1.59 -2.27
45 H -0.95 1.40 -3.01
46 H 1.08 1.23 0.29
47 H 0.79 2.45 -1.04
48 H -0.42 2.78 2.01
49 H -4.17 1.90 -0.75
50 H -4.45 1.46 1.01
51 H -2.59 3.94 0.05
52 H -4.35 3.98 0.60
53 H -2.17 -3.14 1.60
54 H -0.59 -0.46 3.41
55 H -0.62 -2.31 2.87
56 H 1.97 -2.04 2.51
57 H 1.40 -2.12 4.31
58 H 1.60 0.57 2.87
59 H 3.91 -1.17 2.86
60 H 3.99 -0.01 4.31
61 H 5.20 1.16 2.54
62 H 3.20 1.28 0.19
63 H 3.82 -0.47 0.64
64 H 5.01 0.96 0.26
65 H 3.33 2.80 1.76
66 H -3.27 -0.36 -3.08
67 H -1.29 -2.09 -3.83
68 H 1.07 -2.56 -0.58
69 H 2.76 -1.82 -3.32
70 H 1.13 -2.57 -3.72
71 H 1.76 -1.28 -4.87
72 H 1.70 1.48 -3.66
73 H 2.25 1.02 -1.87
74 H 3.09 0.32 -3.35
75 N -1.20 -7.84 2.68
76 C -1.90 -7.66 1.52
77 C -1.55 -6.43 1.00
78 C -0.59 -5.87 1.88
79 C -0.39 -6.76 2.91
80 H -1.26 -8.65 3.28
81 H -2.59 -8.41 1.17
82 H -1.93 -6.00 0.09
83 H -0.10 -4.91 1.77
84 H 0.25 -6.72 3.77

=====

(2)
Computed, not measured: an isolated molecule of C5H8N2 at a distorted geometry, with ωB97M-V with the def2-TZVPD basis set.

## Properties
E_HOMO ... -7.09 eV
Molar mass ... 96.13 g/mol
E_tot ... -304.679938 Ha
Gap between HOMO and LUMO ... 8.06 eV
Multiplicity ... 1

Geometry (Å):
1 C -2.01 0.82 -0.12
2 C -0.10 -0.95 -0.03
3 N 0.11 -2.30 0.05
4 N 2.64 1.27 -0.27
5 C -1.06 -0.09 0.60
6 C 0.57 0.19 0.12
7 C 1.59 0.98 0.50
8 H 0.97 -2.66 -0.34
9 H -0.69 -2.90 -0.06
10 H 3.34 1.90 0.06
11 H 2.78 0.91 -1.21
12 H -1.34 -0.33 1.63
13 H -2.10 1.78 0.39
14 H -1.68 1.00 -1.14
15 H -3.01 0.37 -0.16

=====

(3)
Computed, not measured: a structure of composition C32H30BrCl3F5N3O2RuSSi at a distorted geometry, with ωB97M-V with the def2-TZVPD basis set.

## Properties
Charge ... -1
E_HOMO (spin up / spin down) ... -2.62 / -4.66 eV
Molar mass ... 931.09 g/mol
E_tot ... -6788.823290 Ha
Gap between HOMO and LUMO (spin up / spin down) ... 4.78 / 5.54 eV
Multiplicity ... 6

Geometry (Å):
1 Ru -1.79 0.39 0.34
2 O -5.14 -0.79 2.33
3 C -4.03 -0.79 1.79
4 N -3.45 0.44 1.33
5 C -4.08 1.64 1.85
6 C -3.17 2.83 1.77
7 C -3.64 4.12 2.00
8 C -2.75 5.17 1.93
9 C -1.42 4.92 1.65
10 C -1.03 3.61 1.43
11 N -1.89 2.59 1.49
12 C -3.16 -1.90 1.63
13 C -3.51 -3.21 2.01
14 C -2.60 -4.22 1.87
15 C -1.30 -3.92 1.36
16 C -1.02 -2.63 0.99
17 N -1.90 -1.63 1.11
18 H -4.36 1.46 2.89
19 H -5.01 1.86 1.32
20 H -4.69 4.28 2.21
21 H -3.10 6.19 2.08
22 H -0.69 5.72 1.58
23 H -0.01 3.36 1.20
24 H -4.50 -3.37 2.41
25 H -2.86 -5.24 2.14
26 H -0.55 -4.69 1.22
27 H -0.05 -2.37 0.59
28 C 6.17 1.74 1.00
29 C 5.46 0.47 1.49
30 C 6.17 -0.77 0.91
31 C 5.57 0.42 3.01
32 C 4.00 0.48 1.02
33 C 2.93 0.44 1.90
34 C 1.65 0.44 1.40
35 Br 0.22 0.37 2.65
36 C 1.32 0.46 0.03
37 O 0.06 0.39 -0.38
38 C 2.41 0.54 -0.87
39 C 3.70 0.53 -0.33
40 C 2.31 0.63 -2.41
41 C 2.92 -0.65 -3.01
42 C 0.90 0.78 -2.98
43 C 3.11 1.86 -2.89
44 H 7.21 1.75 1.34
45 H 5.67 2.63 1.38
46 H 6.18 1.80 -0.09
47 H 7.22 -0.79 1.24
48 H 6.16 -0.77 -0.18
49 H 5.68 -1.68 1.25
50 H 6.63 0.42 3.30
51 H 5.11 -0.48 3.42
52 H 5.10 1.29 3.47
53 H 3.07 0.41 2.97
54 H 4.53 0.57 -1.03
55 H 2.36 -1.53 -2.66
56 H 3.97 -0.78 -2.73
57 H 2.86 -0.62 -4.10
58 H 0.27 -0.08 -2.77
59 H 0.98 0.87 -4.07
60 H 0.41 1.67 -2.61
61 H 4.16 1.82 -2.62
62 H 2.68 2.77 -2.48
63 H 3.05 1.92 -3.99
64 Cl -1.40 3.46 -1.77
65 Si -2.59 1.72 -1.55
66 Cl -4.49 2.58 -1.29
67 Cl -2.70 1.11 -3.53
68 F -6.25 -5.20 -2.51
69 C -5.21 -4.38 -2.34
70 C -5.42 -3.05 -2.01
71 F -6.67 -2.60 -1.86
72 C -4.35 -2.21 -1.85
73 F -4.60 -0.94 -1.52
74 C -3.03 -2.63 -2.01
75 S -1.67 -1.56 -1.86
76 C -2.86 -3.98 -2.30
77 F -1.63 -4.49 -2.44
78 C -3.92 -4.84 -2.48
79 F -3.72 -6.13 -2.79

=====

(4)
Computed, not measured: a cluster of 3 separate species, CH2ClNO3S in total at a distorted geometry, with ωB97M-V with the def2-TZVPD basis set.

## Properties
E_HOMO ... -11.10 eV
Molar mass ... 143.55 g/mol
E_tot ... -1178.166578 Ha
Gap between HOMO and LUMO ... 10.56 eV
Multiplicity ... 1

Geometry (Å):
1 C 2.40 -1.11 0.04
2 N 0.20 2.34 -0.32
3 O 2.96 -1.69 0.86
4 O 1.81 -0.59 -0.81
5 O -1.09 0.27 0.11
6 S -0.42 1.11 -0.86
7 Cl -3.56 -1.52 -0.06
8 H -2.34 -1.44 0.44
9 H 0.03 2.63 0.61

=====

(5)
Computed, not measured: a structure of composition C21H15AsBr3IrN3O6S at a distorted geometry, with ωB97M-V with the def2-TZVPD basis set.

## Properties
Charge ... +1
E_HOMO (spin up / spin down) ... -11.50 / -11.64 eV
Molar mass ... 944.28 g/mol
E_tot ... -11885.013242 Ha
Gap between HOMO and LUMO (spin up / spin down) ... 7.85 / 6.52 eV
Multiplicity ... 5

Geometry (Å):
1 Ir 0.35 -0.05 -0.16
2 O -0.29 1.10 3.98
3 As 0.66 0.65 2.60
4 O 0.24 1.63 1.30
5 O 0.18 -0.84 2.03
6 C 2.45 0.98 3.18
7 C 2.72 1.96 4.12
8 C 4.04 2.26 4.42
9 C 5.07 1.58 3.78
10 C 4.80 0.59 2.85
11 C 3.48 0.28 2.54
12 S 3.16 -0.57 0.00
13 O 3.16 -0.75 1.70
14 O 2.53 0.77 -0.21
15 O 2.08 -1.55 -0.33
16 H -1.18 0.72 3.92
17 H 1.91 2.48 4.62
18 H 4.27 3.02 5.16
19 H 6.10 1.83 4.01
20 H 5.59 0.04 2.36
21 Br -4.75 -4.69 -0.18
22 C -3.34 -3.44 -0.21
23 C -2.02 -3.87 -0.12
24 C -1.03 -2.90 -0.19
25 N -1.31 -1.61 -0.33
26 C -2.57 -1.19 -0.36
27 C -3.63 -2.09 -0.33
28 C -2.75 0.28 -0.42
29 C -3.96 0.90 -0.15
30 C -4.02 2.29 -0.17
31 Br -5.64 3.16 0.22
32 C -2.88 3.02 -0.47
33 C -1.72 2.33 -0.71
34 N -1.65 1.00 -0.70
35 H -1.78 -4.91 -0.01
36 H 0.02 -3.17 -0.11
37 H -4.65 -1.76 -0.39
38 H -4.84 0.33 0.10
39 H -2.90 4.10 -0.49
40 H -0.79 2.85 -0.91
41 Br 0.37 -1.10 -7.12
42 C 0.41 -0.80 -5.26
43 C 0.86 -1.79 -4.40
44 C 0.88 -1.52 -3.05
45 N 0.47 -0.36 -2.54
46 C 0.05 0.59 -3.37
47 C 0.00 0.42 -4.74
48 H 1.21 -2.74 -4.78
49 H 1.24 -2.26 -2.34
50 H -0.26 1.53 -2.94
51 H -0.34 1.22 -5.39

=====

(6)
Computed, not measured: an isolated molecule of C3H8N2O at a distorted geometry, with ωB97M-V with the def2-TZVPD basis set.

## Properties
SMILES string ... CNC(=O)CN
E_HOMO ... -9.08 eV
Molar mass ... 88.11 g/mol
E_tot ... -303.869798 Ha
Gap between HOMO and LUMO ... 9.99 eV
Multiplicity ... 1

Geometry (Å):
1 N 1.09 -1.76 -0.13
2 C 1.36 -0.46 -0.69
3 C 0.20 0.54 -0.52
4 N -0.59 0.34 0.56
5 C -1.74 1.18 0.77
6 O 0.02 1.45 -1.30
7 H 0.93 -2.51 -0.78
8 H 1.66 -1.98 0.67
9 H 2.27 -0.01 -0.28
10 H 1.46 -0.45 -1.78
11 H -0.53 -0.58 0.98
12 H -2.25 0.87 1.68
13 H -1.44 2.22 0.89
14 H -2.43 1.17 -0.07

=====

(7)
Computed, not measured: an isolated molecule of C6H13N5O2 at a distorted geometry, with ωB97M-V with the def2-TZVPD basis set.

## Properties
SMILES string ... CC(C)=NN/C(N)=N\NCC(=O)O
E_HOMO ... -8.36 eV
Molar mass ... 187.20 g/mol
E_tot ... -660.501332 Ha
Gap between HOMO and LUMO ... 8.89 eV
Multiplicity ... 1

Geometry (Å):
1 C -1.35 0.88 1.49
2 C -1.06 1.71 0.13
3 C -0.17 2.94 0.26
4 C -1.74 -1.14 -0.33
5 C 1.57 -1.14 0.39
6 C 2.85 -0.33 -0.04
7 H -0.49 0.29 1.83
8 H -1.67 1.72 2.24
9 H -2.25 0.40 1.26
10 H 0.38 3.15 -0.70
11 H -0.77 3.83 0.54
12 H 0.71 2.70 0.98
13 H -2.94 0.08 -1.57
14 H -2.24 -2.85 0.75
15 H -3.69 -1.83 0.58
16 H 0.40 -0.11 -0.89
17 H 1.15 -0.97 1.46
18 H 1.93 -2.20 0.50
19 H 3.24 0.98 -1.12
20 N -1.40 1.26 -0.95
21 N -2.46 0.15 -0.71
22 N -2.76 -2.16 0.11
23 N -0.57 -1.49 0.05
24 N 0.58 -0.95 -0.58
25 O 2.45 0.72 -0.72
26 O 4.03 -0.76 0.37

=====

(8)
Computed, not measured: a structure of composition C21H43N2OP3Yb at a distorted geometry, with ωB97M-V with the def2-TZVPD basis set.

## Properties
Charge ... +3
E_HOMO (spin up / spin down) ... -15.49 / -15.49 eV
Molar mass ... 605.55 g/mol
E_tot ... -3192.571914 Ha
Gap between HOMO and LUMO (spin up / spin down) ... 7.68 / 3.75 eV
Multiplicity ... 2

Geometry (Å):
1 Yb -0.15 -0.24 0.00
2 P 0.32 -2.32 -1.65
3 P 2.69 -0.07 0.61
4 P -2.54 0.48 -1.30
5 H 1.66 2.53 -1.09
6 C 0.60 2.70 -0.86
7 C 0.18 2.99 0.39
8 H 0.90 3.14 1.21
9 C 0.97 -1.90 -3.32
10 C 1.50 -3.54 -0.93
11 C -1.22 -3.28 -1.93
12 C 3.38 1.42 1.44
13 C 3.32 -1.39 1.73
14 C 3.85 -0.23 -0.81
15 C -3.27 2.13 -0.97
16 C -3.93 -0.63 -0.86
17 C -2.56 0.43 -3.13
18 H -0.09 2.68 -1.71
19 H -0.86 3.28 0.59
20 H 1.17 -2.80 -3.92
21 H 1.91 -1.33 -3.20
22 H 0.26 -1.26 -3.86
23 H 1.54 -4.45 -1.55
24 H 1.18 -3.81 0.09
25 H 2.51 -3.11 -0.85
26 H -1.00 -4.22 -2.47
27 H -1.95 -2.69 -2.52
28 H -1.70 -3.52 -0.97
29 H 4.48 1.38 1.44
30 H 3.01 1.46 2.47
31 H 3.04 2.31 0.90
32 H 4.43 -1.46 1.68
33 H 2.88 -2.36 1.46
34 H 3.03 -1.15 2.77
35 H 4.89 -0.08 -0.47
36 H 3.60 0.55 -1.55
37 H 3.75 -1.21 -1.28
38 H -4.15 2.37 -1.59
39 H -2.51 2.91 -1.14
40 H -3.57 2.20 0.08
41 H -4.86 -0.43 -1.40
42 H -4.14 -0.54 0.22
43 H -3.64 -1.68 -1.03
44 H -3.50 0.76 -3.59
45 H -2.33 -0.56 -3.52
46 H -1.77 1.09 -3.51
47 C -0.95 0.13 -6.97
48 C -0.37 0.27 -8.26
49 C -0.23 1.56 -8.78
50 C -0.70 2.69 -8.09
51 C -1.43 2.50 -6.91
52 C -1.65 1.21 -6.42
53 O -0.71 -0.91 -6.09
54 H -0.30 -1.68 -6.54
55 H -0.02 -0.59 -8.83
56 H 0.28 1.74 -9.73
57 H -0.52 3.70 -8.45
58 H -1.84 3.34 -6.35
59 H -2.29 1.03 -5.55
60 C -0.96 0.65 3.47
61 C -1.07 -0.78 3.12
62 N -0.85 -1.39 1.94
63 C -1.10 -2.76 2.16
64 C -1.48 -2.93 3.46
65 N -1.46 -1.68 4.06
66 H -1.95 1.05 3.78
67 H -0.23 0.78 4.30
68 H -0.60 1.21 2.58
69 H -0.98 -3.48 1.36
70 H -1.75 -3.81 4.00
71 H -1.69 -1.44 5.02

=====

(9)
Computed, not measured: a structure of composition C17H9N3O2PtS2 at a distorted geometry, with ωB97M-V with the def2-TZVPD basis set.

## Properties
Charge ... -2
E_HOMO ... -1.43 eV
Molar mass ... 546.49 g/mol
E_tot ... -1883.774226 Ha
Gap between HOMO and LUMO ... 6.18 eV
Multiplicity ... 1

Geometry (Å):
1 Pt 0.59 0.57 -0.77
2 S -0.61 0.56 1.62
3 C -2.22 0.90 1.14
4 C -3.29 0.60 2.00
5 C -4.62 0.82 1.64
6 C -5.66 0.49 2.57
7 N -6.49 0.22 3.32
8 C -4.92 1.34 0.37
9 C -3.87 1.65 -0.49
10 C -2.54 1.45 -0.14
11 S -1.26 1.92 -1.23
12 C -6.27 1.58 -0.03
13 N -7.36 1.78 -0.37
14 H -3.07 0.19 2.97
15 H -4.10 2.04 -1.48
16 N 7.65 -0.90 1.05
17 C 6.55 -0.70 0.77
18 C 5.18 -0.46 0.41
19 C 4.83 0.65 -0.36
20 C 3.51 0.87 -0.72
21 C 2.47 0.01 -0.31
22 C 2.85 -1.09 0.48
23 C 4.17 -1.33 0.84
24 H 5.61 1.33 -0.70
25 H 3.27 1.73 -1.33
26 H 2.09 -1.77 0.84
27 H 4.43 -2.19 1.44
28 C 0.27 -2.45 -1.42
29 O 0.59 -1.70 -2.58
30 C 0.75 -0.31 -2.54
31 O 0.92 0.18 -3.63
32 H -0.71 -2.90 -1.55
33 H 0.25 -1.83 -0.52
34 H 1.02 -3.24 -1.30

=====

(10)
Computed, not measured: a structure of composition C4H7NiO2 at a distorted geometry, with ωB97M-V with the def2-TZVPD basis set.

## Properties
Charge ... +1
E_HOMO (spin up / spin down) ... -12.29 / -13.77 eV
Molar mass ... 145.79 g/mol
E_tot ... -1814.948435 Ha
Gap between HOMO and LUMO (spin up / spin down) ... 7.18 / 7.95 eV
Multiplicity ... 3

Geometry (Å):
1 H 0.79 2.50 -0.43
2 O -0.43 2.46 -0.04
3 C -1.02 1.39 0.16
4 C -0.62 0.09 -0.41
5 C -0.17 -0.91 0.67
6 C 0.88 -1.86 0.16
7 O 2.01 -1.48 -0.07
8 Ni 2.09 1.11 -0.95
9 H -1.82 1.41 0.93
10 H 0.15 0.27 -1.18
11 H -1.54 -0.30 -0.90
12 H -1.03 -1.55 0.95
13 H 0.22 -0.42 1.56
14 H 0.49 -2.70 -0.44

=====

(11)
Computed, not measured: a cluster of 2 separate species, C5H14 in total at a distorted geometry, with ωB97M-V with the def2-TZVPD basis set.

## Properties
SMILES string ... CCC.CC
E_HOMO ... -11.20 eV
Molar mass ... 74.17 g/mol
E_tot ... -198.863141 Ha
Gap between HOMO and LUMO ... 12.33 eV
Multiplicity ... 1

Geometry (Å):
1 C 0.37 -3.09 -1.02
2 C -0.41 -2.48 0.13
3 H -0.40 -3.62 -1.59
4 H 0.95 -2.41 -1.63
5 H 1.13 -3.85 -0.68
6 H -1.11 -1.68 -0.08
7 H 0.12 -2.26 1.06
8 H -1.09 -3.22 0.53
9 C 0.02 1.75 0.89
10 C -0.81 1.15 -0.21
11 C 0.84 2.91 0.34
12 H -0.59 2.05 1.74
13 H 0.70 0.94 1.20
14 H -1.32 1.76 -0.95
15 H 0.37 3.55 -0.39
16 H -1.62 0.46 0.15
17 H -0.21 0.52 -0.89
18 H 1.43 3.53 1.03
19 H 1.73 2.54 -0.21

=====

(12)
Computed, not measured: the ion C5H8N3 with charge +1 at a distorted geometry, with ωB97M-V with the def2-TZVPD basis set.

## Properties
Charge ... +1
SMILES string ... [H]/N=C1/C[C@@H]1N=C=[NH+]C
E_HOMO ... -13.15 eV
Molar mass ... 110.14 g/mol
E_tot ... -359.197164 Ha
Gap between HOMO and LUMO ... 9.47 eV
Multiplicity ... 1

Geometry (Å):
1 C -0.55 1.53 -0.29
2 C 0.22 2.21 -1.38
3 C -0.58 -0.99 0.05
4 C 0.85 2.21 -0.09
5 C -0.02 -2.88 1.60
6 N -0.65 0.17 -0.10
7 N 0.31 2.62 -2.52
8 N -0.21 -2.19 0.26
9 H -1.49 2.01 0.17
10 H 0.96 3.22 0.45
11 H 1.77 1.71 -0.04
12 H 1.08 -2.78 1.82
13 H -0.41 -3.93 1.51
14 H -0.74 -2.47 2.44
15 H -0.33 2.39 -3.32
16 H -0.20 -2.83 -0.55